(1)
Density functional theory data (the ωB97M-V functional and the def2-TZVPD basis) for a 6-piece molecular cluster, C30H76N5O11 overall in a non-equilibrium geometry.

Values from the calculation:
**Kohn-Sham gap**: 0.285 Ha
**Total charge**: -1
**LUMO**: 0.087 Ha
**Energy above the lowest of the compared OMol25 structures with the same formula, charge and spin**: 71.4 kcal per mole

Last column: Mulliken charge in e.
Positions of all 122 atoms, in Å:
1 H 0.202 4.654 -1.340  0.292
2 H 6.067 4.698 -0.004  0.564
3 C -4.151 1.493 -0.980  -1.242
4 H 0.487 1.768 -5.316  0.163
5 C -7.650 0.547 3.423  -1.043
6 H -4.575 2.282 -1.559  0.470
7 H -2.227 -1.797 1.772  1.100
8 H -5.008 1.056 -0.779  0.620
9 H -6.727 -0.733 1.338  0.263
10 H -4.700 -5.969 5.158  0.288
11 H 2.769 6.765 -1.394  0.413
12 H 4.756 4.481 -1.006  0.408
13 C 5.329 4.074 -0.305  -0.909
14 C -2.389 -5.409 4.467  -0.223
15 H 3.800 -1.732 0.933  0.303
16 H 3.018 0.446 -1.101  -0.576
17 C 2.676 -1.039 -5.741  -0.812
18 H 2.719 -0.046 -5.777  0.523
19 H 4.944 1.791 -2.651  0.105
20 H -1.726 2.125 -0.860  0.509
21 H -1.013 -2.194 -2.776  -0.060
22 O -3.381 1.601 0.222  -0.317
23 H -3.731 0.878 -1.711  0.276
24 H 3.246 0.965 3.690  0.216
25 H 2.714 3.520 1.050  -0.117
26 H -0.924 1.020 1.310  0.380
27 H 1.739 3.409 -3.726  0.408
28 O -1.174 -2.870 -0.563  -0.518
29 H -0.488 -5.351 5.103  0.222
30 C 0.468 -3.572 3.310  -0.942
31 H 2.829 1.877 1.072  0.024
32 C 1.006 4.237 -1.900  0.477
33 C -4.051 -6.554 5.848  -0.722
34 H -1.910 -2.247 -4.882  0.733
35 H 1.616 3.493 -1.339  -0.312
36 H -1.348 -3.754 5.209  0.309
37 H -4.721 -6.384 6.760  0.249
38 H 0.213 4.259 -3.957  0.456
39 H -3.196 -4.827 3.935  0.224
40 H 0.380 -3.501 -2.073  0.185
41 H -7.453 1.410 3.365  0.477
42 H 1.212 -4.429 3.471  0.302
43 N -0.882 -4.085 3.296  0.141
44 H 5.294 -0.854 -2.318  0.263
45 H 0.219 -1.799 -1.472  -2.249
46 C -2.768 -2.037 1.089  -1.341
47 O -1.093 -0.381 -5.250  -0.569
48 H 2.495 -2.369 0.205  0.315
49 H -2.173 -6.356 4.161  0.330
50 H -2.088 3.230 -0.445  0.642
51 H 1.600 -1.134 -5.506  0.114
52 H -0.293 -2.365 -5.066  0.279
53 O 6.266 3.038 -0.768  -0.508
54 C 3.252 -0.381 -3.513  0.190
55 O 1.184 0.845 -1.051  1.588
56 H -1.409 -2.387 -6.350  0.211
57 O -2.856 -5.716 5.853  -0.357
58 C 5.675 1.729 -0.508  -0.084
59 H 2.733 5.394 -0.462  -0.097
60 C -5.972 -0.306 2.047  -0.326
61 C 2.673 -1.765 1.056  -0.631
62 H -8.413 0.197 4.275  0.256
63 H 0.355 -1.795 1.943  0.049
64 C 0.859 3.700 -3.334  -1.053
65 N -0.072 2.396 -3.093  0.054
66 H -2.836 -1.869 -1.042  0.394
67 H -1.417 -0.949 -0.367  -0.324
68 C 0.998 2.641 2.052  -0.321
69 O 2.108 -2.434 2.209  -0.461
70 H -1.129 2.272 -4.974  0.396
71 C -0.284 1.772 -4.426  -0.695
72 H 0.494 1.929 0.221  -0.975
73 H 2.299 0.021 -3.344  -0.025
74 H 3.619 -1.681 -1.620  0.076
75 N 0.163 2.595 0.962  0.354
76 C -2.085 2.207 -0.106  -1.029
77 H -5.561 0.671 1.927  0.345
78 C 2.201 6.073 -1.078  -0.495
79 C -2.101 -1.896 -0.250  0.271
80 C -0.780 0.374 -4.072  0.920
81 C -1.167 -1.843 -5.250  -1.238
82 N -3.931 -1.161 0.991  -0.188
83 C -4.791 -1.272 2.147  -1.520
84 H 0.513 1.960 -2.316  -0.389
85 H -0.179 -0.186 -3.414  -0.471
86 H 0.866 1.660 2.677  0.188
87 H -3.492 -0.224 1.121  0.044
88 H 3.823 0.330 -4.143  0.300
89 H 0.653 -2.774 4.326  0.257
90 C 4.569 1.577 -1.518  1.166
91 H -5.120 -2.135 2.438  1.065
92 H 1.071 -0.126 -1.151  -1.522
93 C 0.736 -2.708 2.092  0.314
94 H 4.806 3.798 0.594  0.180
95 C 4.056 -0.816 -2.234  -0.700
96 H -1.723 0.333 -3.569  0.126
97 O 1.659 5.434 -2.190  -0.468
98 H -1.726 2.407 1.936  0.411
99 O 3.327 -1.390 -4.501  -0.498
100 C 3.906 1.770 3.205  -0.403
101 H 2.152 -0.733 0.982  0.131
102 H 4.599 2.077 4.026  0.299
103 H 1.189 6.401 -0.471  0.259
104 H -3.816 -7.585 5.711  0.268
105 C -0.284 -2.569 -1.779  2.569
106 H 0.894 3.463 2.741  0.256
107 H 5.321 1.803 0.546  -0.083
108 C -1.190 -4.675 4.625  -0.667
109 H -3.181 -3.143 1.103  0.164
110 H 4.740 1.312 2.477  0.084
111 O 3.241 2.932 2.796  -0.517
112 H -8.454 0.222 2.771  0.352
113 H 3.544 2.182 -1.346  -0.992
114 H 6.443 0.909 -0.590  0.300
115 O -6.677 -0.387 3.266  -0.320
116 H -0.880 -4.755 2.509  0.228
117 C -1.095 1.973 1.071  -0.490
118 C 2.465 2.770 1.592  0.422
119 H 2.751 -1.640 -6.612  0.339
120 H -4.171 -1.015 2.900  0.539
121 H 0.697 -3.409 1.095  -0.055
122 N 3.935 0.265 -1.230  0.444


(2)
Density functional theory data (the ωB97M-V functional and the def2-TZVPD basis) for a 8-piece molecular cluster, C30H76O8 overall in a non-equilibrium geometry.

Values from the calculation:
**Kohn-Sham gap**: 0.375 Ha
**SMILES**: CCOCC.CCOCC.CCOCC.CCOCC.CCOCC.CCOCC.CCOCC.CCO
**Total charge**: 0
**LUMO**: 0.023 Ha

Last column: Mulliken charge in e.
Positions of all 114 atoms, in Å:
1 H 7.266 -0.612 -2.610  0.225
2 C 7.636 -7.751 -9.065  -1.464
3 O 5.988 -7.666 -1.949  -0.314
4 H 7.142 -1.232 -11.397  0.404
5 C 10.054 -3.394 -1.715  -0.307
6 H 3.422 -8.479 -13.006  0.395
7 H 7.271 -3.250 -9.935  -0.338
8 H 5.226 -4.029 -10.565  0.133
9 H 0.483 -3.858 -5.397  0.449
10 C 4.397 -3.385 -10.274  -0.796
11 C 6.779 -3.732 -5.953  -1.054
12 C 5.483 -6.342 -1.734  -0.327
13 C 2.601 -3.710 -3.825  -0.600
14 H 1.862 -6.399 -10.243  0.441
15 H 11.405 -3.037 -11.239  0.306
16 H 4.952 -7.615 -13.396  0.342
17 H 6.203 -6.299 -9.906  -0.336
18 H 5.430 -6.198 -0.655  0.358
19 H 8.331 1.758 -8.214  0.282
20 H 6.360 -1.116 -9.785  0.126
21 O 3.213 -5.150 -9.242  -0.016
22 H 3.262 1.430 -7.049  0.392
23 C 7.966 -2.411 -9.890  0.910
24 H 6.727 -10.099 -1.717  0.300
25 H 8.825 -4.407 -0.270  0.262
26 H 2.856 -0.194 -7.092  0.186
27 H 6.714 -3.158 -5.029  0.072
28 H 8.366 -7.666 -9.869  0.361
29 H 7.963 -7.029 -8.317  0.310
30 C 4.976 0.249 -6.476  0.511
31 H 6.113 -4.302 -2.430  0.247
32 H 10.168 -3.647 0.503  0.363
33 H 11.418 -4.775 -11.617  0.383
34 O 6.040 -8.047 -10.898  -0.441
35 H 0.579 -3.421 -7.797  0.434
36 H 5.166 -10.782 -1.197  0.373
37 H 3.754 -3.074 -2.117  0.458
38 H 7.301 0.719 -5.429  0.143
39 C 9.631 -3.869 -10.490  0.075
40 H 2.993 -4.719 -3.956  0.266
41 H 5.566 -7.616 -8.859  -0.041
42 H 3.303 -1.729 -3.124  0.383
43 H 7.656 -0.297 -6.766  -0.038
44 C 4.637 -7.982 -11.310  0.450
45 C 7.293 0.701 -6.519  0.472
46 H 7.643 -8.753 -8.636  0.370
47 H 2.806 -4.489 -11.134  0.380
48 H 6.690 -5.430 -3.445  0.184
49 C 3.694 0.465 -7.315  -1.215
50 C 10.792 -3.886 -11.541  -1.270
51 H 0.812 -1.941 -6.944  0.455
52 C 4.474 -8.353 -12.751  -1.478
53 H 7.883 2.752 -6.904  0.369
54 H 1.196 -5.469 -8.995  0.291
55 H 8.407 0.451 -3.460  0.381
56 O 9.130 -2.324 -1.796  -0.299
57 C 7.307 -1.128 -10.324  -1.157
58 H 7.353 -3.151 -6.675  -0.103
59 H 3.908 0.344 -8.377  0.298
60 O 5.471 -4.762 -7.571  0.066
61 H 4.828 0.621 -5.462  0.360
62 C 1.453 -3.751 -5.883  0.083
63 H 9.228 1.635 -6.678  0.393
64 H 4.859 -3.066 -6.327  -0.083
65 H 1.656 -3.754 -3.283  0.480
66 C 9.293 -1.483 -2.918  -0.097
67 C 5.223 -8.645 -1.343  -0.295
68 H 5.338 -8.435 -0.280  0.318
69 H 8.921 -4.688 -10.607  0.109
70 H 11.097 -3.086 -1.785  0.413
71 H 4.579 -4.888 -7.903  -0.180
72 H 4.966 -4.587 -5.588  -0.203
73 H 10.435 -3.729 -12.559  0.287
74 O 9.010 -2.634 -10.742  -0.418
75 C 8.314 -0.326 -2.701  -1.255
76 H 7.927 -0.248 -10.151  0.231
77 H 7.388 -4.625 -5.812  0.519
78 H 4.603 -2.794 -3.683  -0.251
79 C 5.412 -4.003 -6.393  1.075
80 H 9.908 -4.070 -2.558  0.283
81 C 3.058 -4.100 -10.147  -0.778
82 H 4.379 -2.597 -11.027  0.541
83 C 8.241 1.747 -7.128  -1.442
84 H 10.515 -5.085 -0.460  0.352
85 H 4.191 -8.460 -1.641  0.294
86 C 5.647 -10.055 -1.852  -1.138
87 H 4.616 -2.889 -9.329  -0.037
88 H 3.308 -7.690 -8.524  0.077
89 H 10.003 -3.877 -9.466  0.276
90 H 4.109 -7.034 -11.209  -0.074
91 H 7.415 -5.414 -1.859  0.184
92 H 2.208 -2.727 -7.630  -0.211
93 C 9.887 -4.196 -0.396  -1.196
94 H 10.300 -1.068 -2.875  0.345
95 O 2.511 -3.147 -5.150  -0.137
96 H 8.268 -2.234 -8.858  0.102
97 H 1.696 -4.734 -6.286  -0.248
98 C 2.367 -7.194 -8.286  -1.027
99 H 4.920 -9.332 -12.924  0.359
100 C 3.649 -2.762 -3.156  -0.667
101 H 2.217 -3.488 -9.823  0.376
102 C 1.265 -2.917 -7.117  -0.881
103 H 4.043 -8.699 -10.742  0.223
104 H 5.210 -0.814 -6.534  -0.305
105 H 5.304 -10.231 -2.872  0.282
106 H 4.464 -6.123 -2.052  0.233
107 C 2.095 -6.035 -9.243  -0.365
108 O 6.003 0.953 -7.086  -0.394
109 C 6.463 -5.333 -2.383  -0.724
110 H 1.585 -7.952 -8.319  0.431
111 H 9.080 -1.999 -3.854  0.192
112 C 6.267 -7.357 -9.653  1.046
113 H 2.342 -6.786 -7.275  0.137
114 H 8.689 0.137 -1.789  0.396